# 1
C4H11NO2 | ωB97M-V/def2-TZVPD

Last column: natural (NBO) charge in e.
Element x y z (Å)
C (-2.61624, -0.38118, 1.58184)  -0.673
C (-2.50872, -1.84458, 1.31763)  0.162
C (-3.22879, -2.83681, 1.94301)  -0.625
C (-0.70041, -2.35114, -0.12494)  -0.438
N (-2.00782, -2.28213, 0.06767)  -0.582
H (-3.61490, -0.26264, 2.00851)  0.197
H (-2.58628, 0.23964, 0.68900)  0.216
H (-1.98445, -0.00438, 2.39588)  0.192
H (-3.64568, -3.68726, 1.42648)  0.195
H (-3.50089, -2.65564, 2.98819)  0.145
H (-0.43779, -2.68538, -1.13576)  0.125
H (0.11740, -1.94553, 0.45288)  0.104
H (6.28403, 0.63163, -2.28968)  0.453
H (5.68473, 1.67692, -2.98239)  0.454
O (5.42058, 1.04003, -2.30846)  -0.917
H (2.40726, 5.64678, -1.73971)  0.465
H (3.83581, 5.93952, -1.86518)  0.459
O (3.08216, 5.76215, -2.42497)  -0.933

highest occupied orbital energy (alpha / beta)	0.8 / -2.7	eV
spin multiplicity	2
Kohn-Sham gap (alpha / beta)	1.56 / 5.09	eV
net charge	-1
⟨S²⟩	0.76
LUMO level (alpha / beta)	2.4 / 2.3	eV
largest force on an atom	0.0798	hartree/bohr

# 2
C3H10N2O | ωB97M-V/def2-TZVPD

Last column: natural (NBO) charge in e.
Element x y z (Å)
C (-0.75953, 0.11048, 0.49342)  0.091
C (-1.87367, 0.01262, -0.43108)  0.140
C (2.07994, -0.50768, -0.43812)  -0.142
N (-3.28200, -0.15253, 0.10036)  -0.688
N (2.94131, 0.58687, 0.07648)  -0.736
O (-1.28850, 1.22947, -0.11455)  -0.394
H (-0.69192, 0.06408, 1.61468)  0.229
H (-1.65614, -0.23254, -1.39823)  0.234
H (1.82709, -0.48967, -1.57743)  0.225
H (2.08217, -1.46364, -0.07050)  0.213
H (-3.22510, 0.08047, 1.16748)  0.474
H (-3.69491, -1.13851, -0.00846)  0.484
H (-3.85357, 0.45805, -0.33032)  0.445
H (3.31569, 0.09086, 0.92224)  0.488
H (2.40839, 1.46726, 0.27245)  0.467
H (3.48076, 0.82217, -0.71844)  0.468

highest occupied orbital energy (alpha / beta)	-17.4 / -18.0	eV
spin multiplicity	1
Kohn-Sham gap (alpha / beta)	9.00 / 9.62	eV
net charge	+2
LUMO level (alpha / beta)	-8.4 / -8.4	eV
largest force on an atom	0.1152	hartree/bohr

# 3
C3H14N2O2 | ωB97M-V/def2-TZVPD

Last column: natural (NBO) charge in e.
Element x y z (Å)
C (0.85267, -0.10344, 2.38834)  -0.631
C (0.58412, -0.61341, 0.96316)  -0.059
N (0.82232, 0.50356, 0.04427)  -0.832
C (-0.94283, -0.91099, 0.92901)  -0.215
N (-1.24880, -1.51566, -0.42104)  -0.913
H (1.89111, 0.29358, 2.49100)  0.209
H (0.22273, 0.79085, 2.50085)  0.214
H (0.70378, -0.70954, 3.28570)  0.217
H (1.09855, -1.54836, 0.75186)  0.173
H (0.55278, 0.22942, -0.90051)  0.364
H (1.83502, 0.47510, -0.06811)  0.349
H (-1.63737, -0.09716, 1.03540)  0.208
H (-1.00786, -1.74467, 1.61533)  0.186
H (-2.09333, -1.05931, -0.77525)  0.362
H (-1.36923, -2.49417, -0.65477)  0.376
O (-0.50242, 5.03978, -1.58156)  -0.939
H (-0.92869, 4.50627, -2.26160)  0.466
H (-0.14066, 4.39628, -0.95932)  0.472
O (0.72441, -2.00971, -2.92918)  -0.958
H (0.30664, -2.13352, -2.06980)  0.483
H (0.27705, -1.29489, -3.38380)  0.468

highest occupied orbital energy	-9.5	eV
SMILES string	C[C@H](N)CN.O.O
spin multiplicity	1
Kohn-Sham gap	10.14	eV
net charge	0
LUMO level	0.6	eV
largest force on an atom	0.0820	hartree/bohr

# 4
C3H10NS2 | ωB97M-V/def2-TZVPD

Last column: natural (NBO) charge in e.
Element x y z (Å)
C (0.53277, 0.72174, 2.13517)  -0.663
C (-0.14641, 0.39015, 0.84956)  0.130
C (-1.09804, 1.13725, 0.22635)  -0.348
N (0.19780, -0.93695, 0.29350)  -0.712
H (0.21715, 1.71249, 2.41831)  0.265
H (0.30425, -0.02998, 2.91736)  0.240
H (1.63733, 0.66788, 1.97016)  0.234
H (-1.54089, 0.82991, -0.70815)  0.214
H (-1.41609, 2.08395, 0.59084)  0.244
H (0.13215, -1.64430, 1.01385)  0.444
H (1.18572, -0.84822, -0.01463)  0.446
H (-0.36487, -1.14824, -0.54358)  0.461
S (0.31545, -1.84969, -2.67729)  -0.153
S (0.56330, 0.08769, -3.34227)  -0.055
H (-1.00373, -1.88601, -2.97257)  0.157
H (0.48411, 0.71232, -2.15660)  0.097

highest occupied orbital energy	-13.5	eV
spin multiplicity	1
Kohn-Sham gap	9.91	eV
net charge	+1
LUMO level	-3.6	eV
largest force on an atom	0.0566	hartree/bohr

# 5
C9H21NOSi | ωB97M-V/def2-TZVPD

Last column: natural (NBO) charge in e.
Element x y z (Å)
C (2.54610, 2.57804, -1.32814)  -0.402
C (1.52221, 3.68038, -1.19597)  -0.491
C (1.85590, 1.36234, -2.01644)  -0.479
C (0.32410, 3.15455, -1.98747)  -0.166
C (0.50328, 1.93080, -2.37820)  -0.158
C (-2.06536, -4.29788, -0.33333)  -0.624
C (0.88537, 0.35010, 2.03488)  -0.412
C (-0.74297, -0.98631, 3.24636)  -0.401
C (-2.60484, -2.89407, -0.17509)  -0.060
N (-0.40936, -0.32381, 2.01163)  -0.879
O (-1.77286, -2.22317, 0.78564)  -0.927
Si (-0.87644, -0.89865, 0.45067)  1.622
H (3.50760, 2.92090, -1.84412)  0.208
H (2.84197, 2.31921, -0.25542)  0.201
H (1.16719, 3.67619, -0.16905)  0.232
H (2.00825, 4.57159, -1.68850)  0.232
H (2.43450, 1.02260, -2.82615)  0.225
H (1.80618, 0.48586, -1.28460)  0.223
H (-0.46803, 3.90999, -2.19204)  0.190
H (-1.52666, 0.35594, -0.24249)  -0.216
H (-0.21635, 1.42162, -3.05880)  0.186
H (-1.92206, -4.85101, 0.50567)  0.216
H (-2.75086, -4.65760, -1.12387)  0.210
H (-0.99209, -4.13151, -0.67658)  0.208
H (0.97628, 1.05630, 1.23962)  0.194
H (0.84454, 0.90383, 2.92894)  0.199
H (1.66801, -0.38934, 1.97198)  0.177
H (-1.75549, -1.37589, 3.13404)  0.222
H (0.10991, -1.68013, 3.50929)  0.171
H (-0.85437, -0.26873, 4.12312)  0.179
H (-3.53157, -2.85777, 0.45641)  0.191
H (-2.69097, -2.35269, -1.18091)  0.176
H (0.17891, -1.51166, -0.44107)  -0.248

highest occupied orbital energy (alpha / beta)	-4.5 / -8.5	eV
spin multiplicity	3
Kohn-Sham gap (alpha / beta)	5.47 / 6.67	eV
net charge	0
⟨S²⟩	2.01
LUMO level (alpha / beta)	0.9 / -1.8	eV
largest force on an atom	0.2685	hartree/bohr

# 6
C3H3N3O2 | ωB97M-V/def2-TZVPD

Last column: natural (NBO) charge in e.
Element x y z (Å)
C (-0.46054, 0.47023, -0.43273)  0.434
C (-0.34006, -1.18385, -0.38591)  0.751
N (1.65395, -0.28924, -0.16997)  -0.498
O (0.87969, 0.85790, -0.44429)  -0.369
N (-1.27924, 1.10237, -1.14070)  -0.752
C (-0.78280, 0.30516, 1.43409)  0.047
O (-0.74849, -2.22186, -0.18133)  -0.382
N (-1.08637, 0.48819, 2.53640)  -0.387
H (2.13710, -0.10502, 0.70809)  0.390
H (2.29335, -0.40774, -0.95115)  0.382
H (-2.26658, 0.98387, -0.97249)  0.383

highest occupied orbital energy	-9.6	eV
spin multiplicity	1
Kohn-Sham gap	8.98	eV
net charge	0
LUMO level	-0.7	eV
largest force on an atom	0.0283	hartree/bohr